DFT (wB97M-V/def2-TZVPD) results for a gas-phase ion, C2H6N3S (charge +1) in a non-equilibrium geometry.

```
! RIJCOSX wB97M-V def2-TZVPD def2/J DEFGRID3
* xyz 1 1
C 0.695 -0.452 -0.112
C -1.600 0.915 0.385
N -0.656 1.463 -0.461
N -0.236 -1.357 -0.094
N 1.929 -0.723 0.012
S -1.878 -0.981 -0.083
H -1.416 0.917 1.385
H -2.638 1.252 0.089
H -1.072 1.428 -1.399
H 0.093 -2.337 -0.336
H 2.728 -0.082 -0.165
H 2.231 -1.433 0.655
*
```

Computed properties:
ΔE to the lowest compared entry with this formula, charge and spin = 107.6 kcal/mol
energy = -17465.47146 eV